# 1
Below is C45H54IrN4O10P2S as an isolated structure in a non-equilibrium geometry, with properties calculated with ωB97M-V/def2-TZVPD.

- Spin multiplicity: 2
- Relative energy (zero: lowest compared OMol25 entry of this formula, charge and spin): 0.00 kcal/mol
- Expectation value of S²: 0.8323
- Kohn-Sham gap (alpha / beta): 6.191 / 4.511 eV
- F_max: 0.0277 Eh/bohr
- Total charge: +2
- HOMO (alpha / beta): -12.37 / -12.33 eV

Atoms and positions in Å:
Ir: -0.42 -0.36 -0.61
C: 2.14 2.25 -1.46
O: 0.85 1.97 -0.86
C: -0.01 2.99 -0.82
C: 0.36 4.32 -1.00
C: -0.59 5.31 -0.89
C: -1.94 5.00 -0.61
C: -2.32 3.70 -0.47
C: -1.37 2.65 -0.59
N: -1.72 1.32 -0.53
N: -3.02 1.19 -0.63
C: -3.70 0.06 -0.57
C: -3.15 -1.24 -0.24
O: -1.92 -1.41 0.02
C: -4.00 -2.37 -0.12
C: -5.32 -2.24 -0.37
C: -5.93 -0.98 -0.71
C: -7.30 -0.90 -0.94
C: -7.89 0.32 -1.24
C: -7.10 1.46 -1.31
C: -5.74 1.40 -1.09
C: -5.13 0.17 -0.79
H: 2.72 2.89 -0.80
H: 1.97 2.72 -2.43
H: 2.62 1.30 -1.58
H: 1.38 4.58 -1.22
H: -0.30 6.34 -1.03
H: -2.66 5.79 -0.51
H: -3.34 3.45 -0.25
H: -3.55 -3.32 0.14
H: -5.97 -3.11 -0.31
H: -7.91 -1.79 -0.88
H: -8.95 0.38 -1.42
H: -7.56 2.42 -1.54
H: -5.13 2.29 -1.16
C: 0.06 3.24 2.60
C: 0.34 2.26 3.71
C: 1.00 2.88 4.92
O: 1.29 1.25 3.20
P: 0.89 -0.14 2.61
O: -0.09 -0.14 1.48
C: 2.50 -0.86 2.25
P: 3.21 -0.39 0.66
O: 2.18 -0.40 -0.40
O: 3.86 1.04 0.80
C: 5.06 1.30 1.61
C: 6.10 1.87 0.68
C: 4.67 2.24 2.73
O: 4.36 -1.44 0.52
C: 5.08 -1.63 -0.76
C: 4.35 -2.69 -1.56
C: 6.50 -2.00 -0.40
O: 0.24 -1.00 3.75
C: 0.78 -1.09 5.12
C: -0.33 -0.68 6.06
C: 1.27 -2.50 5.32
H: -0.71 3.95 2.92
H: -0.31 2.71 1.73
H: 0.95 3.80 2.34
H: -0.57 1.74 4.01
H: 1.90 3.42 4.63
H: 1.26 2.13 5.67
H: 0.31 3.59 5.39
H: 2.37 -1.94 2.21
H: 3.17 -0.62 3.07
H: 5.41 0.35 2.02
H: 5.75 2.80 0.23
H: 6.34 1.17 -0.12
H: 7.02 2.09 1.23
H: 4.40 3.22 2.32
H: 5.51 2.38 3.41
H: 3.82 1.86 3.29
H: 5.06 -0.68 -1.29
H: 4.35 -3.64 -1.01
H: 4.86 -2.84 -2.51
H: 3.32 -2.39 -1.76
H: 6.52 -2.95 0.13
H: 6.96 -1.24 0.22
H: 7.09 -2.11 -1.31
H: 1.62 -0.38 5.19
H: -1.17 -1.36 5.96
H: -0.66 0.33 5.87
H: 0.03 -0.74 7.09
H: 0.44 -3.21 5.18
H: 1.64 -2.62 6.34
H: 2.07 -2.76 4.64
O: -0.46 0.12 -4.98
S: -1.03 0.44 -3.71
O: -0.77 1.74 -3.16
N: -0.59 -0.69 -2.60
C: -0.13 -1.96 -3.03
C: -0.13 -2.51 -4.29
C: 0.40 -3.80 -4.52
C: 0.91 -4.58 -3.52
C: 0.89 -4.07 -2.20
C: 1.31 -4.81 -1.08
C: 1.20 -4.28 0.17
C: 0.69 -2.98 0.31
N: 0.33 -2.25 -0.72
C: 0.39 -2.77 -1.98
C: -2.79 0.28 -3.83
C: -3.56 1.43 -3.99
C: -4.93 1.30 -4.19
C: -5.52 0.04 -4.22
C: -4.74 -1.10 -4.04
C: -3.37 -0.98 -3.86
H: -0.51 -1.97 -5.14
H: 0.39 -4.17 -5.54
H: 1.30 -5.57 -3.71
H: 1.69 -5.81 -1.22
H: 1.47 -4.84 1.05
H: 0.54 -2.54 1.29
H: -3.09 2.40 -3.97
H: -5.54 2.18 -4.33
H: -6.58 -0.06 -4.38
H: -5.19 -2.08 -4.07
H: -2.76 -1.87 -3.74

Here are the Löwdin charges for atoms 1 to 99, given in e:
1. Ir 1.4896
2. C -0.0134
3. O -0.1320
4. C -0.2615
5. C 0.0148
6. C -0.0071
7. C -0.0386
8. C 0.0138
9. C -0.1903
10. N -0.0187
11. N 0.1222
12. C -0.0933
13. C -0.2450
14. O -0.1076
15. C 0.0307
16. C 0.0459
17. C -0.1653
18. C 0.0033
19. C -0.0356
20. C -0.0396
21. C -0.0108
22. C -0.0987
23. H 0.0988
24. H 0.1162
25. H 0.0698
26. H 0.1192
27. H 0.1257
28. H 0.1196
29. H 0.1056
30. H 0.1330
31. H 0.1360
32. H 0.1264
33. H 0.1198
34. H 0.1200
35. H 0.1063
36. C -0.0178
37. C -0.3985
38. C -0.0244
39. O -0.1820
40. P 0.4885
41. O -0.3474
42. C -0.1884
43. P 0.4578
44. O -0.2984
45. O -0.1777
46. C -0.4170
47. C -0.0236
48. C -0.0276
49. O -0.1736
50. C -0.4074
51. C -0.0287
52. C -0.0293
53. O -0.1629
54. C -0.4186
55. C -0.0250
56. C -0.0285
57. H 0.1057
58. H 0.0554
59. H 0.1009
60. H 0.1373
61. H 0.0909
62. H 0.0809
63. H 0.1012
64. H 0.0749
65. H 0.0969
66. H 0.1359
67. H 0.0937
68. H 0.0746
69. H 0.1003
70. H 0.0947
71. H 0.0994
72. H 0.0613
73. H 0.1385
74. H 0.0938
75. H 0.1009
76. H 0.0660
77. H 0.0960
78. H 0.0781
79. H 0.0993
80. H 0.1315
81. H 0.0986
82. H 0.0729
83. H 0.1007
84. H 0.0968
85. H 0.0989
86. H 0.0757
87. O -0.2508
88. S 0.6307
89. O -0.2795
90. N -0.2470
91. C -0.2284
92. C -0.0065
93. C -0.0340
94. C -0.0189
95. C -0.1475
96. C 0.0183
97. C -0.0152
98. C -0.1057
99. N -0.0620

---

# 2
Below is C45H55FeN2O4P2S as an isolated structure in a non-equilibrium geometry, with properties calculated with ωB97M-V/def2-TZVPD.

- Spin multiplicity: 5
- Expectation value of S²: 6.0083
- Kohn-Sham gap (alpha / beta): 8.613 / 7.906 eV
- F_max: 0.0393 Eh/bohr
- Total charge: +1
- HOMO (alpha / beta): -10.38 / -10.40 eV

Atoms and positions in Å:
Fe: -0.06 0.03 -0.05
C: 1.56 3.16 0.32
O: 0.70 2.25 0.98
C: 1.09 2.09 2.33
C: 0.08 1.23 3.07
O: -0.16 0.03 2.35
C: -1.18 -0.75 2.94
C: -1.67 -1.81 1.96
O: -2.06 -1.14 0.77
C: -2.90 -1.91 -0.06
H: 2.61 2.91 0.51
H: 1.37 4.18 0.67
H: 1.38 3.09 -0.74
H: 1.14 3.07 2.83
H: 2.09 1.62 2.38
H: -0.86 1.78 3.17
H: 0.46 0.99 4.07
H: -2.02 -0.09 3.20
H: -0.81 -1.22 3.86
H: -2.52 -2.34 2.41
H: -0.87 -2.53 1.75
H: -2.44 -2.87 -0.33
H: -3.07 -1.33 -0.96
H: -3.86 -2.10 0.44
C: 5.23 -2.94 2.31
C: 5.38 -2.55 0.84
N: 4.68 -1.33 0.52
C: 5.42 -0.08 0.51
C: 5.35 0.66 1.85
C: 3.36 -1.36 0.29
S: 2.56 0.12 -0.03
N: 2.80 -2.56 0.31
C: 1.53 -2.86 0.14
O: 0.58 -2.06 -0.03
C: 1.25 -4.32 0.19
C: 2.24 -5.23 0.56
C: 1.97 -6.59 0.61
C: 0.70 -7.05 0.29
C: -0.29 -6.16 -0.08
C: -0.02 -4.81 -0.13
H: 5.75 -3.87 2.51
H: 4.17 -3.08 2.53
H: 5.63 -2.17 2.97
H: 4.97 -3.35 0.22
H: 6.44 -2.41 0.60
H: 5.00 0.55 -0.28
H: 6.46 -0.30 0.27
H: 4.32 0.82 2.14
H: 5.85 1.62 1.75
H: 5.86 0.09 2.63
H: 3.22 -4.87 0.82
H: 2.74 -7.28 0.91
H: 0.50 -8.11 0.33
H: -1.28 -6.51 -0.32
H: -0.78 -4.11 -0.43
C: -1.08 2.92 -2.81
C: -0.09 1.76 -2.91
P: -1.02 0.16 -3.17
C: 0.32 -1.08 -3.00
C: 1.68 -0.79 -2.96
C: 2.61 -1.82 -2.94
C: 2.18 -3.14 -2.94
C: 0.83 -3.43 -3.00
C: -0.09 -2.41 -3.03
C: -1.04 0.16 -5.02
C: 0.14 0.19 -5.74
C: 0.12 0.16 -7.12
C: -1.09 0.10 -7.80
C: -2.27 0.06 -7.09
C: -2.25 0.09 -5.70
C: -1.62 3.13 -1.40
P: -2.24 1.58 -0.58
C: -2.67 2.22 1.10
C: -2.14 3.38 1.66
C: -2.50 3.76 2.95
C: -3.37 2.99 3.70
C: -3.90 1.83 3.14
C: -3.54 1.45 1.86
C: -3.96 1.57 -1.27
C: -4.34 0.71 -2.29
C: -5.63 0.75 -2.80
C: -6.55 1.64 -2.29
C: -6.19 2.50 -1.26
C: -4.90 2.47 -0.77
H: -1.91 2.74 -3.50
H: -0.60 3.85 -3.12
H: 0.49 1.65 -1.98
H: 0.60 1.92 -3.74
H: 2.04 0.23 -2.95
H: 3.66 -1.59 -2.90
H: 2.91 -3.93 -2.90
H: 0.50 -4.46 -3.02
H: -1.15 -2.63 -3.07
H: 1.09 0.22 -5.23
H: 1.05 0.18 -7.68
H: -1.10 0.11 -8.88
H: -3.21 0.00 -7.62
H: -3.18 0.06 -5.16
H: -2.43 3.87 -1.41
H: -0.82 3.50 -0.77
H: -1.45 4.00 1.12
H: -2.10 4.67 3.37
H: -3.64 3.29 4.69
H: -4.59 1.23 3.72
H: -3.96 0.55 1.44
H: -3.63 0.01 -2.70
H: -5.91 0.08 -3.60
H: -7.55 1.67 -2.69
H: -6.90 3.19 -0.85
H: -4.63 3.16 0.02

Here are the Löwdin charges for atoms 1 to 99, given in e:
1. Fe 0.7458
2. C -0.1193
3. O -0.3181
4. C -0.1908
5. C -0.1498
6. O -0.1783
7. C -0.1475
8. C -0.1645
9. O -0.3067
10. C -0.0651
11. H 0.0775
12. H 0.1062
13. H 0.0742
14. H 0.1446
15. H 0.1003
16. H 0.1024
17. H 0.1480
18. H 0.1119
19. H 0.1466
20. H 0.1429
21. H 0.1200
22. H 0.0826
23. H 0.0594
24. H 0.1071
25. C -0.0640
26. C -0.1997
27. N -0.1261
28. C -0.2496
29. C -0.0709
30. C -0.6609
31. S 0.8191
32. N 0.1064
33. C -0.4322
34. O -0.1038
35. C -0.1376
36. C -0.0133
37. C -0.0663
38. C -0.0730
39. C -0.0704
40. C -0.0428
41. H 0.0770
42. H 0.0668
43. H 0.0620
44. H 0.1058
45. H 0.1200
46. H 0.0758
47. H 0.1204
48. H 0.0394
49. H 0.0782
50. H 0.0657
51. H 0.0961
52. H 0.1067
53. H 0.1062
54. H 0.1054
55. H 0.0866
56. C -0.2850
57. C -0.3675
58. P 1.0490
59. C -0.4105
60. C -0.1603
61. C -0.0801
62. C -0.0645
63. C -0.0771
64. C -0.1065
65. C -0.3516
66. C -0.0886
67. C -0.0679
68. C -0.0760
69. C -0.0781
70. C -0.0959
71. C -0.3196
72. P 1.0619
73. C -0.3719
74. C -0.0981
75. C -0.0766
76. C -0.0709
77. C -0.0723
78. C -0.1225
79. C -0.3372
80. C -0.1296
81. C -0.0722
82. C -0.0693
83. C -0.0610
84. C -0.0878
85. H 0.1043
86. H 0.1160
87. H 0.0317
88. H 0.0874
89. H 0.0835
90. H 0.1140
91. H 0.1150
92. H 0.1119
93. H 0.1059
94. H 0.0951
95. H 0.1082
96. H 0.1074
97. H 0.1059
98. H 0.0855
99. H 0.1008

---

Results for DFT total energy: -106220.9102, -122523.5097 (in eV, following the order of the records).